12
Properties=species:S:1:pos:R:3:forces:R:3 method="wB97M-V/def2-TZVPD" charge=0 e_homo_ev=-8.85 gap_ev=8.8558
O 1.23337 -0.91627 -2.21830 -0.146 -0.171 0.177
C 0.59785 -0.65223 -1.21639 0.047 0.186 -0.317
C 0.54783 0.74633 -0.62335 0.063 0.081 -0.098
C 0.12833 0.66400 0.81886 0.088 0.337 -0.071
C -0.33783 -0.47732 1.28462 -0.068 -3.176 -3.538
B -0.30196 -1.64347 -0.33361 0.479 3.449 3.437
O -0.98663 -2.71182 -0.63574 -0.629 -0.977 0.161
H -0.19632 1.30112 -1.20639 0.065 0.107 -0.034
H 1.50079 1.26092 -0.74438 0.061 -0.018 -0.126
H 0.22548 1.57049 1.40620 -0.009 0.038 0.171
H -0.67226 -0.72599 2.26723 -0.139 0.111 0.446
H -0.92364 -3.04831 -1.53389 0.187 0.034 -0.209